1.
Formula: H39O19
Source: the OMol25 dataset
Level of theory: the ωB97M-V functional and the def2-TZVPD basis

Properties
HOMO level (eV): -13.32
Charge: +1

Last column: Löwdin charge in e.
Cartesian coordinates (Å):
O -1.9832 3.0083 1.3825  -0.045
H -2.6940 2.3621 1.5048  0.030
H -1.9859 3.6404 0.6623  0.061
O -1.9168 -1.1946 -3.2988  -0.037
H -1.6971 -1.3546 -2.3790  0.026
H -2.1734 -2.0103 -3.7400  0.059
O -0.0307 1.7853 3.6833  -0.045
H -0.8840 1.7232 3.2414  0.076
H 0.0109 2.7454 3.7977  0.100
O 0.3505 1.7817 -4.0792  0.196
H -0.0044 1.6158 -3.1704  0.112
H 1.2957 1.9203 -3.8176  0.107
O -1.4164 -3.9747 -0.4560  -0.053
H -1.2465 -4.3653 0.4024  0.035
H -0.5247 -3.8260 -0.8203  0.001
O -0.4293 1.7385 -1.1321  -0.059
H -1.2606 2.1973 -1.0184  0.052
H -0.1714 1.4535 -0.2222  0.019
O 0.8373 -0.8032 4.0758  -0.031
H 0.6472 0.1245 4.2366  0.020
H 1.1536 -1.3916 4.7604  0.074
O -0.6988 0.3584 1.1553  -0.065
H 0.2102 0.1915 1.4271  0.021
O 2.5016 1.6841 -0.1605  -0.060
H 2.3325 2.5949 0.0985  0.060
H 2.4010 1.1750 0.6564  -0.067
O 1.3046 -2.6946 0.8293  -0.045
H 2.1719 -2.2983 0.6608  0.070
H 1.1363 -2.7353 -0.8501  -0.013
O -1.0648 -1.7563 2.1337  -0.077
H -1.3393 -2.4892 2.7021  0.095
H -0.4400 -1.2845 2.7144  0.025
O 0.8393 2.4261 1.8750  -0.107
H 0.8151 2.7255 2.7914  0.028
H -0.0855 2.4800 1.5672  0.025
O 1.1060 -0.2581 -2.3076  -0.076
H 1.0828 -2.4044 1.7241  0.036
H 0.6119 0.0859 -1.5542  0.028
O 2.0713 0.3232 1.7633  -0.024
H 1.4088 0.7279 2.3080  0.007
H 2.9745 0.5724 1.9768  0.112
O -3.1408 -1.3622 0.4576  -0.021
H -2.3902 -1.9621 0.3644  0.043
H -3.7356 -1.5836 1.1767  0.088
O -3.2231 0.4885 1.6847  -0.088
H -2.9017 -0.4003 1.4937  -0.074
H -4.1812 0.4048 1.7468  0.068
O 0.8452 -0.5582 -4.9689  0.037
H 0.3345 0.8681 -4.6322  0.134
H -0.0576 -0.7207 -4.7859  0.031
O 1.0293 -3.1076 -1.7536  -0.069
H 1.0683 -2.3017 -2.2748  -0.005
H 1.3710 -0.9685 -4.3056  0.051
O 2.8126 1.6390 -2.8888  -0.040
H 3.6420 1.1578 -2.9980  0.104
H 2.7377 1.8248 -1.9239  0.042
H 1.8235 0.3895 -2.4733  -0.005
H -1.2505 -0.4078 0.9568  0.034

Force components x, y, z for each atom (eV/Å):
1.403 0.230 0.916
-0.238 -0.068 -0.889
-0.957 -0.235 0.022
0.293 0.724 -0.723
-0.106 -0.527 -0.005
-0.025 -0.178 0.535
-2.136 -0.767 4.116
-0.433 -0.616 -0.245
-0.659 -0.268 1.552
-0.217 -0.199 0.072
-0.608 -0.243 -0.030
0.536 0.018 -0.486
0.073 0.407 0.031
-0.007 -0.202 0.141
-0.202 0.000 -0.253
0.583 0.232 -0.289
-0.360 -0.071 0.157
-0.550 0.019 -0.586
-0.316 -0.876 -1.611
0.121 0.067 1.205
-0.053 0.768 0.602
0.396 1.919 -0.523
-0.656 -1.105 -0.664
0.741 1.371 -2.120
-0.141 0.036 0.136
-0.727 -0.234 -0.227
0.653 0.267 0.433
-0.031 -0.153 0.250
-0.222 -0.570 -0.551
0.086 -1.347 1.287
-0.117 -0.050 -0.203
-0.157 0.002 0.172
1.225 2.464 -3.044
1.061 0.080 -2.187
0.145 0.277 0.132
0.054 -0.358 0.068
-0.163 0.019 -0.276
0.022 -0.049 -0.016
1.246 -2.673 -0.303
0.388 1.197 1.006
-0.121 -0.117 1.111
0.149 -1.405 -2.049
-0.476 -1.096 0.187
-0.016 -1.357 -0.309
-0.977 3.011 2.112
0.325 0.709 -0.042
0.074 0.172 0.008
0.431 1.618 -2.233
1.027 0.674 1.006
-1.741 -1.434 0.652
0.046 0.302 0.504
-0.088 0.135 -0.278
0.327 -0.502 1.136
0.061 0.270 -0.011
0.068 0.234 -0.127
0.256 -0.034 0.259
-0.289 -0.440 0.297
1.002 -0.048 0.174

=====

2.
Formula: H39O20
Source: the OMol25 dataset
Level of theory: the ωB97M-V functional and the def2-TZVPD basis

Properties
HOMO level (eV): -8.18
Charge: -1

Last column: Löwdin charge in e.
Cartesian coordinates (Å):
O -2.3086 -0.5011 0.0683  -0.054
H -2.9020 -0.8191 -0.6876  0.129
O -0.6797 -2.3277 0.7183  -0.336
H -1.8552 -1.2463 0.3320  -0.069
H -1.0503 -3.2326 0.7567  0.036
O -1.0033 -2.3047 -1.8754  -0.182
H -1.2528 -1.3168 -1.9076  0.059
H -0.9211 -2.3382 -0.7632  0.048
O -1.7063 1.6001 -1.5242  0.022
H -0.8610 1.7042 -1.7568  -0.039
H -1.7548 0.7418 -1.2573  -0.037
O 0.9324 0.8551 1.8588  -0.062
H 0.4623 -0.0033 2.0076  0.013
H 0.8204 1.1340 2.7701  0.045
O 4.9842 2.4219 -0.2858  -0.076
H 5.2885 2.1068 0.5190  -0.022
H 4.0374 2.0521 -0.4235  0.068
O 1.0358 4.7606 2.2237  -0.069
H 0.2312 4.6931 1.8265  -0.072
H 1.7340 4.9376 1.4824  0.098
O 1.4834 -2.3187 -0.7841  -0.089
H 1.0649 -2.2580 -1.6485  0.030
H 0.7530 -2.3397 -0.1150  0.019
O 2.6762 -0.1187 -0.2169  -0.003
H 2.4048 -0.7913 -0.7276  -0.085
H 2.2227 -0.2045 0.5851  -0.017
O -0.0173 -2.4179 -4.3564  -0.130
H 0.4418 -3.3276 -4.5578  0.109
H -0.2923 -2.5076 -3.4125  -0.020
O 0.9671 -0.0913 5.0257  -0.136
H -0.0267 -0.0068 4.8999  0.049
H 1.2679 -0.6857 4.2202  0.081
O -0.3751 -1.0938 2.9500  -0.055
H -1.2326 -0.6392 3.0714  0.088
H -0.6794 -1.7296 2.3749  -0.044
O -0.6566 3.8326 -0.0802  -0.024
H -0.0898 3.1453 -0.4921  0.057
H -1.3620 3.4323 0.3320  -0.027
O -3.3678 2.4115 -3.2333  -0.076
H -2.9494 1.6638 -2.7553  0.003
H -3.1093 3.0483 -2.6176  -0.022
O -1.8259 -0.5127 -4.7556  0.020
H -1.1659 -0.0221 -5.0278  -0.056
H -1.5741 -1.3969 -4.9387  -0.009
O 4.1197 -3.2168 -0.9837  -0.022
H 4.6130 -2.7675 -0.4294  -0.066
H 3.1806 -3.0143 -1.1840  0.017
O 0.3520 -3.9170 2.6779  -0.029
H -0.3805 -3.7673 2.0632  0.005
H 1.0986 -3.4181 2.4935  -0.002
O 0.7224 0.5338 -2.2729  -0.090
H 1.6408 1.0315 -2.1224  0.122
H 0.9301 -0.0791 -3.0130  0.051
O -3.6074 2.4438 3.6470  -0.044
H -3.0785 3.0560 3.1324  0.022
H -3.2385 1.6420 3.3887  -0.041
O -1.6537 1.4069 1.8152  -0.069
H -1.8172 0.7250 1.1601  -0.016
H -0.6701 1.3524 1.8057  -0.002

Force components x, y, z for each atom (eV/Å):
-3.931 2.482 -3.283
0.923 0.706 1.786
-0.826 -1.369 -0.582
2.263 -3.381 1.400
0.120 0.684 -0.366
-0.927 2.461 2.355
0.651 -2.152 -0.544
0.190 -0.290 -2.159
-4.462 2.813 0.637
5.139 0.594 -1.862
-0.210 -3.697 1.712
-0.137 -0.532 0.102
0.370 -0.109 -0.474
0.781 0.771 0.583
-3.158 0.390 -3.038
0.590 -1.120 2.390
2.512 0.581 0.681
5.837 0.958 0.275
-3.406 -0.404 -2.308
-2.338 -0.603 2.027
0.628 -0.540 -0.338
-0.496 -0.028 0.245
0.078 -0.084 -0.228
3.385 4.840 1.096
-1.658 -3.991 -2.668
-1.080 0.122 1.809
1.753 -3.008 -0.442
-1.344 2.709 0.552
-0.182 0.038 -0.197
-0.513 -1.161 -2.277
2.053 -0.416 0.175
-1.305 1.774 2.583
-0.619 2.615 2.649
0.602 0.446 0.278
-0.406 -3.122 -2.887
3.345 1.653 -1.827
-0.919 0.571 0.801
-2.405 -2.067 1.254
-0.757 -1.921 -1.214
-0.275 0.307 -0.892
0.440 2.126 1.321
-5.887 -2.375 2.356
5.165 4.019 -2.102
0.516 -1.388 -0.140
-3.459 -4.792 -5.410
2.617 4.076 4.233
0.981 0.637 1.383
-2.405 -2.568 1.433
1.271 0.365 0.383
1.672 1.621 -1.123
3.256 1.198 -0.480
-2.916 -1.826 -0.197
-0.338 0.530 0.536
-1.090 2.184 0.874
0.026 0.204 -0.070
1.026 -2.337 -0.799
0.597 0.194 0.510
-0.918 -0.081 -0.542
-0.419 0.690 0.031

=====

3.
Formula: H3I3Si2
Source: the OMol25 dataset
Level of theory: the ωB97M-V functional and the def2-TZVPD basis

Properties
HOMO level (eV): -8.84
Charge: 0

Last column: Löwdin charge in e.
Cartesian coordinates (Å):
Si -1.0527 -1.5109 0.1871  0.645
Si 0.8773 0.9685 -0.0183  -0.811
I -0.2334 3.1441 -0.8071  0.186
I 2.3569 1.4588 1.9697  0.223
I 2.4363 0.7065 -1.9900  0.179
H -0.9045 -2.1696 1.4634  -0.140
H -1.3137 -2.1915 -0.9878  -0.173
H -2.1662 -0.4059 0.1830  -0.110

Force components x, y, z for each atom (eV/Å):
-0.271 4.843 1.009
-0.246 -0.635 -0.582
0.180 -0.952 0.642
-0.657 -0.193 -0.636
-0.301 -0.187 0.578
0.212 -0.390 0.284
0.235 -1.345 -1.627
0.848 -1.142 0.332

=====

4.
Formula: H3IN2
Source: the OMol25 dataset
Level of theory: the ωB97M-V functional and the def2-TZVPD basis

Properties
HOMO level (eV): -8.77
SMILES string: NNI
Charge: 0

Last column: Löwdin charge in e.
Cartesian coordinates (Å):
N -0.0988 0.7553 -0.4336  -0.100
N 0.0383 -0.1332 0.6270  -0.657
I 0.3958 -2.1241 0.3337  0.645
H 0.8819 1.0073 -0.6502  0.087
H -0.5685 0.5812 -1.2461  0.021
H -0.6486 -0.0864 1.3693  0.004

Force components x, y, z for each atom (eV/Å):
3.495 1.330 3.048
-0.109 0.043 0.263
0.001 -0.366 -0.312
-1.111 0.114 -0.177
-1.936 -1.459 -2.189
-0.340 0.337 -0.634

=====

5.
Formula: H3INP
Source: the OMol25 dataset
Level of theory: the ωB97M-V functional and the def2-TZVPD basis

Properties
HOMO level (spin up / spin down) (eV): -9.03 / -8.18
Charge: 0

Last column: Löwdin charge in e.
Cartesian coordinates (Å):
N -0.1244 -0.4156 0.1530  -0.348
P -0.1406 -0.0943 -1.5201  0.726
I -3.5932 1.0425 -1.2234  -0.276
H -0.3729 0.3008 0.9030  0.083
H -0.6288 -1.2509 0.1262  -0.047
H -0.2476 1.4062 -1.3674  -0.139

Force components x, y, z for each atom (eV/Å):
0.379 2.473 -0.703
-1.222 2.787 1.443
0.961 -0.362 -0.157
0.241 -1.579 -1.658
-0.817 -1.792 1.500
0.457 -1.527 -0.424

=====

6.
Formula: H3INPS
Source: the OMol25 dataset
Level of theory: the ωB97M-V functional and the def2-TZVPD basis

Properties
HOMO level (spin up / spin down) (eV): -8.97 / -8.64
Charge: 0

Last column: Löwdin charge in e.
Cartesian coordinates (Å):
N 0.1555 0.8893 -0.4154  -0.542
P 0.0567 -2.1259 -1.2071  0.567
S 0.9007 2.1153 0.1627  0.271
I 0.5032 2.5932 2.5516  0.236
H -0.8531 0.8592 -0.4426  -0.018
H -1.2368 -1.8695 -0.7340  -0.259
H 0.4738 -2.4615 0.0847  -0.255

Force components x, y, z for each atom (eV/Å):
0.394 0.809 -0.250
0.235 0.080 -0.373
0.050 -0.711 -0.120
-0.178 -0.004 -0.084
-0.310 -0.172 0.402
-0.376 0.095 0.067
0.185 -0.097 0.358

=====

7.
Formula: H3IrO
Source: the OMol25 dataset
Level of theory: the ωB97M-V functional and the def2-TZVPD basis

Properties
Expectation value of S²: 6.003
HOMO level (spin up / spin down) (eV): -24.35 / -25.01
Spin multiplicity: 5
Charge: +2

Last column: Löwdin charge in e.
Cartesian coordinates (Å):
Ir 0.9548 0.4656 -0.0409  1.754
O -0.8245 -0.1531 0.0276  -0.083
H -1.6195 0.3779 -0.1019  0.168
H -1.0920 -1.0794 0.0970  0.165
H 2.5813 0.3890 0.0181  -0.004

Force components x, y, z for each atom (eV/Å):
3.042 2.418 -0.232
-2.076 -1.588 0.128
-1.040 0.774 -0.133
-0.432 -1.029 0.166
0.505 -0.575 0.071

=====

8.
Formula: H3N2O
Source: the OMol25 dataset
Level of theory: the ωB97M-V functional and the def2-TZVPD basis

Properties
HOMO level (eV): -2.22
Charge: -1

Last column: Löwdin charge in e.
Cartesian coordinates (Å):
N -0.4585 -0.2173 0.0385  -0.198
N 0.0748 0.5510 -1.0096  -0.234
O 1.7880 -0.1186 -1.0346  -0.680
H 0.1244 -0.3849 0.9385  0.063
H -0.6449 -1.0894 -0.4639  0.027
H 0.5205 1.4382 -0.6496  0.023

Force components x, y, z for each atom (eV/Å):
-0.614 0.069 0.904
4.962 -0.520 0.974
-3.096 1.359 -0.269
-0.506 0.333 -2.523
0.279 0.090 0.949
-1.026 -1.331 -0.036

=====

9.
Formula: H3N2O2S
Source: the OMol25 dataset
Level of theory: the ωB97M-V functional and the def2-TZVPD basis

Properties
HOMO level (spin up / spin down) (eV): -4.90 / -2.41
Charge: -1

Last column: Löwdin charge in e.
Cartesian coordinates (Å):
N -0.6957 -1.0735 0.9342  -0.325
N 2.3333 0.8694 0.1145  0.087
O -1.7728 -1.0911 -1.4082  -0.506
O -1.8355 1.0442 -0.0706  -0.482
S -1.2228 -0.2571 -0.3145  0.442
H -0.5583 -1.9811 0.4650  -0.046
H 1.4025 0.6415 0.3886  -0.108
H 2.3494 1.8476 -0.1091  -0.062

Force components x, y, z for each atom (eV/Å):
-0.821 0.013 -0.255
1.415 -0.692 -0.202
-0.590 0.093 0.482
-0.777 -0.006 0.755
2.197 -0.141 -1.486
0.096 0.155 0.490
-1.247 -0.229 0.355
-0.273 0.807 -0.139

=====

10.
Formula: H3N2OP
Source: the OMol25 dataset
Level of theory: the ωB97M-V functional and the def2-TZVPD basis

Properties
HOMO level (spin up / spin down) (eV): -10.43 / -10.52
Charge: 0

Last column: Löwdin charge in e.
Cartesian coordinates (Å):
N 0.0633 0.6075 0.1408  -0.300
N -1.8119 -0.8478 -0.1381  0.040
O 2.4944 0.1648 -0.0209  -0.426
P 1.0061 -0.6012 0.1027  0.694
H -2.0117 -0.1395 0.5760  -0.037
H -2.1049 -0.3139 -0.9366  -0.035
H 2.3647 1.1301 0.2761  0.064

Force components x, y, z for each atom (eV/Å):
-1.877 0.623 -0.101
1.035 0.760 1.020
-1.165 1.299 1.083
1.981 -0.733 -0.521
-0.238 -0.365 0.413
-0.151 0.225 -1.101
0.414 -1.809 -0.791